DFT (the ωB97M-V functional and the def2-TZVPD basis) results for one molecule with the formula C3H4O2.

For the total energy, the calculation gives -7263.6838 eV. The LUMO energy (alpha / beta) is -0.31 / -0.31 eV. Its spin multiplicity is 1. The calculation puts the energy relative to the best compared isomer or geometry (same formula, charge and spin) at 7.002 eV. As for the HOMO-LUMO gap (alpha / beta): 8.835 / 8.833 eV.

CARTESIAN COORDINATES (ANGSTROEM)
1 O -1.56441 -0.64620 0.96163
2 O -2.56037 -1.52428 1.07970
3 C 1.42714 0.75638 -0.55833
4 C 0.32229 0.76291 0.16626
5 C -0.68355 -0.73159 0.06022
6 H -0.59280 -1.61623 -0.66078
7 H -0.27830 1.48778 0.56612
8 H 1.77633 0.01291 -1.14695
9 H 2.15367 1.49832 -0.46788

DFT (the ωB97M-V functional and the def2-TZVPD basis) results for C31H29O8PSSr as an isolated structure.

For the total energy, the calculation gives -69960.0401 eV. The LUMO energy is 0.32 eV. Its spin multiplicity is 1. The calculation puts the energy relative to the best compared isomer or geometry (same formula, charge and spin) at 1.250 eV. As for the HOMO-LUMO gap: 8.735 eV.

CARTESIAN COORDINATES (ANGSTROEM)
1 Sr 0.35797 -0.33754 -0.01164
2 S -1.06741 3.02947 -1.40622
3 P -1.22281 -2.48367 -1.68289
4 O 1.55962 0.64677 -1.66081
5 O 0.56607 3.31288 1.62022
6 O -0.52570 1.51902 0.94494
7 O -2.19836 -1.25307 2.31856
8 O 2.10547 2.75318 -1.04178
9 O -0.81725 -2.17716 0.81378
10 O 2.23184 0.23972 1.33682
11 O -0.95910 4.12228 -0.33900
12 C -1.93260 -4.23830 -5.38010
13 C -1.49479 -2.82438 -3.46923
14 C -2.86649 -2.82322 -0.88662
15 C -3.93994 -3.31431 -1.62119
16 C -1.96964 -1.93017 1.32568
17 C -1.95482 5.86185 -4.11312
18 C -4.30359 -2.78722 1.06963
19 C -1.38929 -1.92458 -5.71793
20 C -2.20072 5.13907 -5.27091
21 C 1.46261 -6.16830 -0.90617
22 C 0.41780 2.04785 1.54515
23 C -3.07381 -2.54226 0.48047
24 C 3.02337 0.94224 0.27663
25 C -1.78966 3.09447 -4.04326
26 C -1.27218 -1.76282 -4.34090
27 C -2.53336 5.83157 -6.56299
28 C -0.19219 -3.95890 -1.32763
29 C -1.72711 -3.16162 -6.23801
30 C -5.34598 -3.33265 0.33125
31 C 1.51234 1.14186 2.25039
32 C -0.65001 -5.05532 -0.60597
33 C -2.12257 3.74591 -5.21490
34 C -1.54434 3.84804 -2.90158
35 C -1.62143 5.22764 -2.92076
36 C 1.10648 -3.97520 -1.82519
37 C -2.63434 2.20138 -1.06885
38 C -1.81177 -4.07009 -4.01305
39 C 1.92868 -5.07377 -1.62065
40 C 2.15152 1.54449 -0.93511
41 C -5.16385 -3.58118 -1.01670
42 C 0.17106 -6.15243 -0.39608
43 H -2.58608 1.16610 -1.41175
44 H 0.97960 0.50503 2.95448
45 H -3.46005 2.71559 -1.55404
46 H -3.59694 5.74446 -6.79411
47 H -0.07557 3.72953 0.90530
48 H -0.19639 -6.99853 0.17053
49 H 2.93318 -5.07306 -2.02444
50 H 2.10197 -7.02642 -0.74614
51 H -1.65163 -5.04578 -0.19338
52 H -2.28890 6.89157 -6.51471
53 H -2.74347 2.21662 0.01156
54 H -5.97407 -3.98290 -1.61187
55 H -2.18011 -5.21116 -5.78501
56 H -2.32034 3.16260 -6.10647
57 H -4.41784 -2.54018 2.11712
58 H -1.98223 5.39374 -7.39544
59 H -1.81905 -3.29380 -7.30837
60 H -6.29712 -3.54379 0.80271
61 H -1.41633 5.78620 -2.01833
62 H 3.67399 0.18004 -0.14484
63 H 3.59602 1.73831 0.74827
64 H 2.22972 1.77593 2.76697
65 H -1.94804 -4.92510 -3.36038
66 H -2.01836 6.94314 -4.13664
67 H -3.83349 -3.48540 -2.68313
68 H -0.97401 -0.79624 -3.94816
69 H 1.48837 -3.12881 -2.38954
70 H -1.71609 2.01366 -4.02556
71 H -1.20827 -1.08437 -6.37594

DFT (the ωB97M-V functional and the def2-TZVPD basis) results for one molecule with the formula CH4N2.

For the total energy, the calculation gives -4081.2196 eV. The LUMO energy is 1.10 eV. Its spin multiplicity is 1. The calculation puts the energy relative to the best compared isomer or geometry (same formula, charge and spin) at 1.663 eV. Its SMILES is [H]/N=C/N. As for the HOMO-LUMO gap: 10.407 eV.

CARTESIAN COORDINATES (ANGSTROEM)
1 N 0.80181 0.95978 0.58466
2 N -0.27956 -1.01936 -0.11957
3 C -0.04442 0.35929 -0.14776
4 H 0.05278 -1.42282 0.75745
5 H -0.59915 0.90650 -0.93178
6 H -1.22263 -1.40324 -0.12354
7 H 1.29119 1.61985 -0.01946